Entry from OMol25: a cluster of 2 separate species, CH6N2S in total at a distorted geometry (ωB97M-V/def2-TZVPD).

Positions of all 10 atoms, in Å:
C  -2.0195  -0.4240  0.4908
N  2.0040  -0.9473  -0.6249
N  1.2594  1.4404  -0.1773
S  1.3006  -0.1185  0.4731
H  -1.8800  -0.2435  -0.5974
H  -2.2904  0.2004  1.2583
H  -2.3807  -1.3763  0.7929
H  1.6411  -1.8856  -0.5562
H  2.0517  1.5711  -0.7773
H  0.3139  1.7833  -0.2820

Energy relative to the best compared isomer or geometry (same formula, charge and spin), eV: 4.190
HOMO (spin up / spin down), eV: -8.909 / -7.710
Molecular weight, g/mol: 78.14
Frontier orbital gap (spin up / spin down), eV: 8.90 / 7.73